# 1
A structure of composition C19H24N5O2PS3W. Source: OMol25; level of theory: the ωB97M-V functional and the def2-TZVPD basis.

Element x y z (Å)
W 0.225 1.211 -0.122
S 2.515 1.609 -0.410
C 2.691 3.306 -0.212
C 4.021 3.792 -0.064
N 5.104 4.169 0.043
C 1.601 4.123 -0.309
S 0.040 3.462 -0.631
C 1.669 5.542 -0.235
N 1.676 6.690 -0.148
N -4.451 2.683 -2.859
C -3.735 2.044 -1.961
C -2.304 1.997 -2.016
N -1.667 1.319 -1.083
C -2.323 0.690 -0.082
C -3.720 0.773 -0.037
N -4.391 1.445 -0.938
H -4.051 3.157 -3.655
H -5.460 2.702 -2.760
H -1.731 2.498 -2.784
H -1.773 0.020 0.578
H -4.281 0.278 0.747
C -0.799 2.663 3.873
P 0.582 1.709 3.336
C 0.699 0.141 4.132
C 2.101 2.602 3.407
O 0.291 1.377 1.733
H -0.735 2.774 4.962
H -1.731 2.152 3.631
H -0.775 3.658 3.424
H 0.934 0.307 5.190
H 1.508 -0.442 3.688
H -0.249 -0.395 4.067
H 2.364 2.715 4.466
H 1.990 3.599 2.977
H 2.902 2.046 2.917
C -0.628 -6.963 -1.110
C -0.275 -5.536 -1.379
C 0.347 -4.747 -0.388
C 0.711 -3.447 -0.634
C 0.425 -2.910 -1.901
C -0.236 -3.651 -2.897
C -0.562 -4.962 -2.622
S 0.974 -1.390 -2.429
C 2.729 -1.397 -2.145
O 0.499 -0.274 -1.247
H -0.436 -7.258 -0.083
H -0.052 -7.614 -1.772
H -1.676 -7.149 -1.350
H 0.562 -5.190 0.576
H 1.203 -2.861 0.131
H -0.466 -3.218 -3.865
H -1.046 -5.558 -3.386
H 2.944 -1.609 -1.097
H 3.162 -0.462 -2.495
H 3.084 -2.221 -2.772

For the HOMO-LUMO gap, the calculation gives 4.4413 eV. The HOMO energy comes out at -0.735 Eh. Its energy above the lowest of the compared OMol25 structures with the same formula, charge and spin is 41.7 kcal/mol. Its net charge is +4. Its LUMO energy is -0.5714 hartree. The value obtained for the molar mass is 665.449 g/mol. The calculation puts the total energy at -2764.110645 hartree.

***

# 2
A structure of composition C36H30Cl5N4O10P3RuS2. Source: OMol25; level of theory: the ωB97M-V functional and the def2-TZVPD basis.

Element x y z (Å)
Ru 0.317 -0.544 0.115
O 3.089 -3.446 -0.902
C 2.549 -2.522 -1.486
O 2.233 -1.356 -1.016
C 2.145 -2.634 -2.936
C 2.726 -3.552 -3.800
C 2.393 -3.534 -5.144
C 1.468 -2.607 -5.615
C 0.859 -1.719 -4.743
C 1.194 -1.736 -3.389
P 0.477 -0.507 -2.225
C 1.473 0.960 -2.731
C 2.678 1.232 -2.080
C 3.452 2.320 -2.462
C 3.049 3.145 -3.505
C 1.875 2.857 -4.181
C 1.100 1.766 -3.803
C -1.172 -0.275 -3.004
C -1.861 0.938 -3.006
C -3.166 1.015 -3.465
C -3.812 -0.123 -3.920
C -3.144 -1.338 -3.919
C -1.835 -1.412 -3.465
H 3.445 -4.253 -3.395
H 2.855 -4.233 -5.830
H 1.213 -2.582 -6.668
H 0.119 -1.023 -5.118
H 2.996 0.599 -1.265
H 4.382 2.515 -1.940
H 3.655 3.993 -3.798
H 1.556 3.475 -5.011
H 0.203 1.548 -4.365
H -1.391 1.834 -2.623
H -3.690 1.961 -3.425
H -4.841 -0.068 -4.251
H -3.644 -2.237 -4.257
H -1.331 -2.369 -3.472
N 2.686 1.720 4.442
C 1.770 1.777 3.216
C 1.119 3.152 3.141
P 2.905 1.382 1.790
O 3.241 2.797 1.084
O 4.150 0.944 2.501
O 2.181 0.540 0.792
P 0.482 0.482 3.526
O 1.393 -0.713 4.114
O -0.313 0.988 4.672
O -0.121 0.157 2.192
H 3.599 1.373 4.036
H 2.327 1.051 5.125
H 2.782 2.636 4.870
H 1.866 3.941 3.027
H 0.503 3.318 4.026
H 0.464 3.194 2.271
H 2.776 2.862 0.239
H 1.892 -1.200 3.432
Cl -1.529 -2.968 -0.801
C -0.386 -3.416 0.387
C 0.554 -2.449 0.770
C 1.566 -2.959 1.595
Cl 2.947 -2.017 2.038
C 1.550 -4.265 2.102
Cl 2.792 -4.806 3.179
C 0.541 -5.145 1.755
Cl 0.496 -6.749 2.401
C -0.427 -4.723 0.859
Cl -1.662 -5.810 0.336
N -3.817 0.973 6.232
C -3.778 0.726 4.856
C -4.474 1.534 3.962
C -4.398 1.295 2.598
C -3.634 0.238 2.128
C -2.976 -0.601 3.022
C -3.052 -0.363 4.375
S -3.458 -0.078 0.414
O -3.741 -1.466 0.211
O -4.252 0.918 -0.269
N -1.889 0.197 0.069
C -1.479 1.477 -0.030
S -2.325 2.976 0.191
C -0.857 3.824 -0.157
C 0.135 2.953 -0.425
N -0.211 1.626 -0.371
H -4.005 1.932 6.473
H -3.004 0.627 6.719
H -5.059 2.368 4.335
H -4.916 1.933 1.894
H -2.380 -1.423 2.648
H -2.494 -0.983 5.063
H -0.814 4.900 -0.187
H 1.120 3.234 -0.767

For the HOMO-LUMO gap (alpha / beta), the calculation gives 7.6382 / 7.8302 eV. The HOMO energy (alpha / beta) comes out at -0.210 / -0.208 Eh. Its energy above the lowest of the compared OMol25 structures with the same formula, charge and spin is 0.0 kcal/mol. Its net charge is -1. Its LUMO energy (alpha / beta) is 0.0706 / 0.0793 hartree. The value obtained for the molar mass is 1114.045 g/mol. The calculation puts the total energy at -6577.940379 hartree. As for the spin multiplicity: 2.